DFT (wB97M-V/def2-TZVPD) results for C31H40BaIN10O2S as an isolated structure.

ΔE to the lowest compared entry with this formula, charge and spin: 0.0 kcal/mol
Charge: -1
Calculated total energy: -2624.93851 hartree

Atoms and positions in Å:
N (-2.1019, -3.4019, -1.6997)
C (-1.8361, -1.1544, -6.3565)
H (-0.1780, 3.9218, -1.2978)
C (-0.8715, -3.6972, -1.5254)
H (-0.5504, 3.8221, 1.9971)
C (-2.8696, -2.2989, -4.5279)
H (-1.6859, -2.7025, 0.9918)
N (1.3061, 4.5734, 2.5716)
C (1.7776, 0.3240, 2.5705)
H (-0.7638, 0.6446, -5.8814)
N (-0.5263, -5.0407, -1.7566)
N (-0.7062, -3.3227, 4.0103)
H (0.9973, -1.4178, 3.5671)
H (2.5132, 5.0300, -0.8590)
H (2.9623, -2.0663, 2.4725)
O (-1.2490, -0.4505, 1.7329)
N (-2.6603, -1.9346, 2.6434)
H (3.4565, 2.9021, -1.5798)
N (0.5036, 4.5941, -0.9713)
H (2.4902, 2.6530, -0.1178)
C (2.2309, 0.6402, -2.1925)
H (0.4867, 2.3890, 5.4848)
C (-1.3578, -0.1800, -5.5039)
N (1.5923, 1.9186, -1.8573)
H (2.5521, -2.4086, 0.7784)
N (2.0913, 0.2684, 0.2572)
H (3.8122, 0.0331, -0.8384)
I (-2.9740, 2.7683, 0.0963)
H (0.1620, -0.0930, 5.4965)
C (-2.8581, 0.4113, 3.2683)
H (-0.1437, -4.7048, 0.9977)
C (1.8628, 4.3210, -1.3793)
C (2.6165, 4.4230, 4.5724)
H (2.0965, -5.0684, 4.6460)
H (0.8532, 5.9106, 0.5962)
C (1.7523, 3.8322, 3.4935)
H (-2.7742, -3.8198, 1.7806)
S (0.4558, -2.6824, -1.0175)
C (-2.7405, -1.2841, -2.2193)
C (-2.0277, -3.0452, 1.9691)
C (0.6796, 0.3956, 4.6801)
C (0.8518, 1.7732, 4.6728)
H (-1.2237, -5.4951, -2.3329)
H (-3.1691, -0.3423, -1.8634)
H (1.9526, 4.5515, -2.4507)
C (-2.1854, -0.6836, 2.4993)
C (-0.8581, -3.6349, 2.7260)
H (1.7931, -5.6640, 2.2253)
C (-2.4149, -1.3174, -3.6580)
C (2.7408, -0.1528, -0.9732)
C (-2.5892, -2.2297, -5.8840)
C (2.4301, 2.9101, -1.1764)
H (2.5972, -1.2198, -1.1697)
H (3.0786, 0.7624, -2.8811)
C (-1.6042, -0.2353, -4.1126)
N (1.9654, 1.6389, 2.5713)
H (3.5996, 3.9456, 4.5744)
C (0.2281, 5.0390, 0.3823)
C (0.0124, -4.4892, 2.0471)
C (1.0892, -5.0159, 2.7324)
H (-3.4532, -3.1197, -4.1285)
H (1.4760, 0.0554, -2.7315)
H (-1.6139, -1.0798, -7.4162)
H (-3.6662, 0.0519, 3.9044)
H (-2.9512, -2.9931, -6.5608)
H (0.4053, -5.1268, -2.1343)
C (2.2792, -0.3649, 1.3388)
H (2.7278, 5.4917, 4.4046)
C (1.5032, 2.3535, 3.5902)
H (-0.8102, 5.3714, 0.3796)
C (0.3348, -3.8473, 4.6598)
H (-3.2382, 1.1360, 2.5434)
H (-3.3064, -2.1133, 3.3913)
H (2.1768, 4.2530, 5.5587)
H (0.7851, 3.0830, 1.1429)
Ba (-0.5806, 0.3460, -0.7566)
N (-2.5302, -2.1457, -1.3033)
H (0.4282, -3.5695, 5.7053)
C (1.2635, -4.6852, 4.0720)
H (1.2142, 2.3094, -2.7159)
H (4.0486, -1.5483, 1.1758)
C (0.4192, 4.0327, 1.5363)
C (1.1552, -0.3492, 3.6139)
H (-2.1071, 0.9204, 3.8718)
O (-1.1015, 0.6120, -3.2718)
C (2.9994, -1.6772, 1.4568)

Cartesian forces (eV/Å) of the 6 atoms listed first:
N -0.113 0.035 0.040
C -0.029 -0.036 -0.025
H -0.012 -0.008 0.014
C 0.240 -0.078 -0.041
H -0.012 -0.019 -0.037
C 0.007 0.026 0.017

=====

DFT (wB97M-V/def2-TZVPD) results for C23H41RbS3 as an isolated structure.

Calculated total energy: -2119.60897 hartree

Atoms and positions in Å:
H (0.2887, -1.6813, 5.6209)
H (-0.1275, 3.0770, 0.6143)
H (-4.6933, 0.8694, 0.0148)
C (3.6302, -1.5080, -4.9473)
C (-3.5648, -2.3676, 0.1175)
C (-0.5031, -0.6298, 2.4246)
C (0.7688, -2.6779, 3.1241)
H (1.4187, -3.1099, 3.8905)
C (-0.6775, 0.7377, 2.1613)
C (-0.3369, -1.2479, 4.8337)
S (5.1095, -1.2605, -3.9433)
H (-0.6086, -0.2314, 5.1254)
H (3.9902, -1.8790, -5.9084)
C (3.7982, 1.6365, -2.4314)
H (-5.4724, -0.6694, -0.3294)
C (-3.3271, -0.8603, -0.0598)
C (0.3955, -1.2373, 3.4841)
H (4.5653, 1.2246, -3.0845)
H (-0.1515, 1.5310, 2.6717)
S (3.6822, 0.6048, -0.9447)
C (-1.0465, 3.3578, 1.1350)
C (2.7706, -0.2691, -5.1749)
H (-3.4359, 1.9845, -0.9088)
C (-2.2073, -0.3804, 0.8730)
H (-4.2192, 2.1058, 1.6193)
H (2.5332, 2.4049, -4.0162)
H (-0.1158, -3.3120, 3.0411)
H (-4.9085, -0.3006, 1.3100)
H (-3.0573, 2.6562, 2.8216)
H (1.4761, 0.6025, 3.9381)
H (5.8841, -0.2308, -1.3849)
H (-3.7843, -0.9767, -2.1944)
H (1.7019, 2.1448, -2.5021)
H (-4.3848, -2.6825, -0.5333)
H (-1.3456, 4.3489, 0.7843)
H (3.5553, -2.0084, -2.2636)
H (2.0861, -0.4505, -6.0052)
H (-2.6837, -2.9537, -0.1511)
H (5.1835, -2.6512, -2.0207)
C (-1.7165, 0.9271, 1.2059)
H (-1.5920, -2.3787, 1.6371)
H (-0.8126, 3.4437, 2.1964)
H (-2.1032, -1.2971, -1.8002)
H (-1.2577, -1.8304, 4.7609)
H (4.9719, -1.1729, -0.2248)
H (1.3020, -2.7231, 2.1695)
H (-2.7107, 0.3620, -1.7881)
Rb (0.4600, -0.3626, -0.3443)
H (4.1061, 2.6350, -2.1214)
H (-3.6577, 3.7850, 1.5898)
H (-3.8329, -2.6120, 1.1468)
C (-2.1799, 2.3512, 0.8670)
C (4.9130, -0.6929, -1.2041)
C (2.4624, 1.7253, -3.1650)
C (1.6849, -0.4255, 3.6364)
C (4.6142, -1.7527, -2.2604)
S (1.7516, 0.1677, -3.7458)
C (-3.3541, 2.7491, 1.7751)
H (-1.7472, 2.3369, -1.2705)
H (2.2441, -0.3879, 2.6968)
H (2.3343, -0.8716, 4.3954)
C (-2.5780, 2.5734, -0.5971)
H (3.3846, 0.5921, -5.4393)
C (-4.6749, -0.1924, 0.2485)
C (-2.9615, -0.6668, -1.5418)
H (3.0383, -2.3074, -4.5001)
C (-1.4404, -1.3098, 1.6275)
H (-2.8343, 3.6252, -0.7517)

Cartesian forces (eV/Å) of the 6 atoms listed first:
H -0.007 0.004 -0.003
H 0.008 -0.007 -0.033
H 0.020 -0.031 -0.001
C -0.088 -0.036 -0.039
C -0.028 -0.028 0.015
C -0.187 0.024 0.066

=====

DFT (wB97M-V/def2-TZVPD) results for C23H43Cl3GaN3O4Si as an isolated structure.

ΔE to the lowest compared entry with this formula, charge and spin: 13.0 kcal/mol
Calculated total energy: -4962.45828 hartree

Atoms and positions in Å:
C (2.0434, -0.3337, -7.3940)
C (-0.0238, 2.6015, -2.2625)
N (-0.9463, -3.2772, -1.7596)
C (0.0914, 0.8167, -10.4407)
H (-1.2514, 1.9431, 4.2699)
H (2.7696, 0.2658, -6.8280)
H (-2.8602, 3.9340, -3.1820)
H (-1.5302, 5.4316, -2.7277)
C (-0.3067, 2.0811, -6.3280)
C (-3.0735, 0.9639, 2.3212)
H (-3.3061, 0.6897, 1.2947)
Cl (2.3781, -2.1374, -3.1915)
C (1.6238, 0.4969, -8.6077)
C (0.6851, -0.0307, -9.4973)
C (-1.1462, 0.9184, 3.8759)
H (3.1638, -3.8157, -10.2140)
O (-0.1485, 1.3582, -2.4319)
H (-1.7089, 0.2525, 4.5467)
H (0.0159, 2.4669, -7.2961)
C (1.5809, 2.6057, -9.8006)
H (0.3591, -1.0645, -9.3656)
H (4.4760, -3.5541, -9.0015)
H (-2.3969, 2.2433, -3.6902)
H (-1.6019, -1.4484, -7.9086)
Cl (2.3497, 1.0593, -4.1968)
H (0.5342, -3.5790, -3.2102)
H (-0.7192, 0.4170, -11.0463)
H (0.4401, 2.3518, -5.5789)
Ga (1.5036, -0.0422, -2.4850)
C (-0.6524, 4.8370, -2.9868)
H (4.4211, -2.3708, -6.6054)
H (2.9798, -4.4227, -8.5538)
C (-1.4267, -0.2919, -4.7872)
H (-0.3955, 4.9920, -4.0443)
C (-2.3208, 3.0192, -2.9109)
H (-1.6587, 0.1991, -8.5403)
C (3.3335, -2.3288, -6.4736)
H (-3.6111, 0.3201, 3.0269)
H (1.9717, 3.6068, -9.9576)
H (-1.2646, 2.5570, -6.0829)
O (0.9456, -0.6152, -6.5163)
C (-0.8239, 0.5615, 1.4659)
H (3.0902, -1.8151, -5.5383)
C (-1.7667, -0.4003, -7.6380)
H (-1.5124, -1.7521, -0.5706)
H (0.0932, 2.7532, -11.3877)
C (2.1328, 1.7948, -8.8007)
H (-1.4894, -1.3899, -4.7845)
H (0.2137, 5.1689, -2.4197)
C (-0.8961, -1.9705, -1.4486)
N (-1.6472, 0.7998, 2.5188)
H (-0.0875, 0.6309, 3.8837)
Si (-0.5223, 0.2307, -6.3371)
N (-0.9683, 3.4676, -2.6310)
C (-0.5103, -3.8403, -3.0205)
H (-3.3747, 2.0038, 2.5135)
H (-1.0980, -3.4975, -3.8773)
H (-1.3408, -5.1630, -0.9700)
H (-2.4640, 0.0901, -4.8191)
Cl (2.1711, 0.9480, -0.5496)
O (-1.2262, 0.2847, 0.3370)
H (2.9515, -3.3526, -6.4412)
H (-0.9579, 0.0361, -3.8520)
H (-0.6078, -4.9161, -2.9267)
H (2.9090, 2.1524, -8.1164)
H (0.2547, 0.6503, 1.7198)
H (2.2539, -1.8000, -9.7348)
C (0.5508, 2.1198, -10.6188)
O (-0.2415, -1.0707, -2.0141)
H (-1.9090, -3.7508, -0.0018)
C (-1.1076, -4.1613, -0.6201)
H (0.8989, 3.0300, -1.8282)
C (2.7223, -2.2775, -8.8731)
H (-0.1898, -4.1901, -0.0218)
H (-2.7955, -0.3130, -7.2715)
H (-2.7400, 2.5992, -1.9945)
C (2.7223, -1.6747, -7.6689)
C (3.3801, -3.5914, -9.1599)

Cartesian forces (eV/Å) of the 6 atoms listed first:
C 0.279 0.025 -0.157
C 0.399 -1.448 -0.765
N -0.094 0.875 -0.166
C 0.375 -0.494 -0.124
H 0.067 -0.253 -0.172
H -0.093 0.012 0.014

=====

F_max, respectively: 0.0126; 0.0126; 0.0388 Eh/bohr.
Frontier orbital gap, respectively: 6.5389; 6.2308; 8.6787 eV.